(1)
This record from the Open Molecules 2025 dataset describes a structure of composition C36H47N2O2PSSbSe4Si2Tc. The level of theory is ωB97M-V with the def2-TZVPD basis set.

## Properties
Total energy: -12904.8509 hartree
Orbital gap: 5.05 eV
Charge: +2

Last column: Löwdin charge in e.
Cartesian coordinates (Å):
Sb1 -3.218 -4.795 0.421  0.421
Tc1 0.338 -0.581 0.300  0.823
Se1 -0.929 -2.506 0.462  0.244
Se2 -1.432 -5.567 2.260  0.032
Se3 -0.181 -3.624 2.268  0.181
Se4 -2.597 -6.011 -1.443  0.020
S1 2.334 -1.857 0.998  0.751
P1 -1.826 0.573 0.603  1.027
Si1 0.084 0.232 -2.953  0.499
Si2 1.253 -2.726 -2.401  0.425
O1 1.824 3.373 1.337  0.028
O2 0.264 -0.555 2.416  -0.400
N1 1.375 -0.681 3.156  -0.178
N2 1.384 1.343 0.532  0.048
C1 -2.881 4.362 1.489  -0.022
C2 3.593 1.913 -1.666  -0.041
C3 -1.705 5.089 1.436  -0.019
C4 2.651 -2.602 -3.635  -0.161
C5 1.382 0.392 -4.296  -0.154
C6 -3.648 -0.968 2.135  -0.101
C7 0.938 -0.961 -1.600  -0.523
C8 -1.651 2.340 0.955  -0.308
C9 5.209 0.964 0.012  -0.037
C10 -3.077 0.452 -0.729  -0.334
C11 2.441 -1.320 2.633  -0.622
C12 -0.323 -3.416 -3.140  -0.186
C13 -2.797 0.113 4.539  -0.055
C14 -0.279 1.981 -2.377  -0.165
C15 -4.550 -0.928 -2.071  -0.057
C16 -4.694 1.458 -2.218  -0.041
C17 -4.187 -1.422 3.331  -0.055
C18 -5.153 0.205 -2.594  -0.041
C19 3.534 -1.081 4.762  -0.016
C20 2.405 -0.425 5.257  -0.012
C21 2.877 1.378 0.738  -0.266
C22 3.754 0.999 -0.459  -0.401
C23 -0.505 4.440 1.211  0.016
C24 -3.667 1.583 -1.295  -0.092
C25 3.548 -1.527 3.460  -0.045
C26 0.926 2.494 0.905  -0.296
C27 -2.251 0.560 3.348  -0.107
C28 -3.514 -0.802 -1.161  -0.157
C29 1.871 -4.002 -1.173  -0.230
C30 1.330 -0.243 4.430  0.016
C31 -1.471 -0.454 -3.730  -0.159
C32 -2.660 0.014 2.133  -0.361
C33 -2.844 3.000 1.251  -0.094
C34 -0.447 3.059 0.987  -0.114
C35 3.135 2.805 1.224  -0.046
C36 -3.757 -0.890 4.535  -0.049
H1 -1.711 6.158 1.598  0.124
H2 -1.219 2.064 -1.837  -0.004
H3 -1.510 1.349 3.367  0.106
H4 2.553 2.006 -1.980  0.052
H5 5.338 0.289 0.861  0.083
H6 -4.186 -1.235 5.466  0.118
H7 5.561 1.954 0.306  0.090
H8 3.608 2.863 2.202  0.145
H9 -0.386 2.590 -3.277  0.057
H10 3.695 3.412 0.516  0.128
H11 3.492 -0.022 -0.744  0.077
H12 -5.135 2.349 -2.642  0.121
H13 1.295 -4.121 -0.257  -0.045
H14 1.182 1.337 -4.806  0.054
H15 -2.487 0.559 5.474  0.115
H16 4.160 1.515 -2.507  0.093
H17 -3.822 4.847 1.709  0.125
H18 4.394 -1.240 5.397  0.128
H19 1.284 -0.399 -5.037  0.033
H20 -1.179 -3.300 -2.468  -0.017
H21 0.508 2.429 -1.777  0.009
H22 -3.331 2.575 -1.031  0.100
H23 -4.871 -1.912 -2.385  0.121
H24 5.858 0.617 -0.790  0.095
H25 -4.044 -1.354 1.208  0.080
H26 0.408 5.013 1.222  0.128
H27 2.410 -2.107 -4.570  0.019
H28 -1.935 -1.278 -3.198  0.006
H29 2.357 -0.066 6.274  0.125
H30 -3.037 -1.706 -0.810  0.010
H31 -5.962 0.113 -3.305  0.121
H32 -4.966 -2.175 3.316  0.117
H33 2.979 -3.614 -3.879  0.050
H34 0.401 0.228 4.714  0.136
H35 3.979 2.916 -1.479  0.088
H36 1.824 -4.958 -1.700  0.054
H37 -2.206 0.347 -3.813  0.043
H38 4.404 -2.040 3.046  0.125
H39 2.914 -3.840 -0.899  0.023
H40 3.506 -2.089 -3.187  0.044
H41 2.412 0.412 -3.949  0.029
H42 -1.244 -0.800 -4.738  0.049
H43 -3.765 2.432 1.296  0.125
H44 3.099 0.676 1.538  0.096
H45 1.945 -0.510 -1.633  -0.033
H46 -0.584 -2.967 -4.095  0.033
H47 -0.193 -4.487 -3.303  0.038

***

(2)
This record from the Open Molecules 2025 dataset describes a structure of composition C36H47N3O2S at a distorted geometry. The level of theory is ωB97M-V with the def2-TZVPD basis set.

## Properties
Total energy: -2112.6719 hartree
Orbital gap: 5.35 eV

Last column: Löwdin charge in e.
Cartesian coordinates (Å):
S1 1.854 3.863 -3.876  0.656
O1 2.516 4.506 -2.768  -0.329
O2 1.031 4.615 -4.791  -0.326
N1 -1.574 -0.583 0.344  -0.006
N2 -0.247 0.074 1.886  -0.013
N3 -1.086 -0.926 1.556  0.159
C1 -1.226 0.186 4.594  -0.381
C2 2.557 -0.163 5.027  -0.050
C3 -3.947 -3.466 -1.638  -0.055
C4 -1.883 -2.207 -1.488  -0.120
C5 3.816 1.928 -6.878  -0.078
C6 -3.637 -1.906 0.191  -0.120
C7 2.571 -0.542 1.229  -0.372
C8 0.358 2.382 1.234  0.026
C9 -0.389 -1.446 -3.381  -0.054
C10 -2.685 -3.151 -2.133  -0.033
C11 -1.721 -0.863 5.589  -0.061
C12 -0.344 1.119 0.994  -0.201
C13 -0.070 2.509 -2.441  -0.068
C14 -0.442 -2.017 -1.968  -0.372
C15 0.261 0.015 4.278  -0.124
C16 -2.402 -1.535 -0.368  -0.076
C17 3.149 -1.954 1.102  -0.059
C18 -4.410 -2.861 -0.468  -0.026
C19 3.582 0.501 0.759  -0.054
C20 0.716 -0.064 2.959  -0.076
C21 4.379 2.759 -4.265  -0.064
C22 -4.152 -1.234 1.464  -0.382
C23 0.352 -3.323 -1.868  -0.060
C24 -4.875 0.069 1.140  -0.052
C25 0.961 2.433 -3.292  -0.210
C26 5.296 1.968 -4.962  -0.080
C27 -5.023 -2.152 2.323  -0.075
C28 2.073 -0.273 2.656  -0.117
C29 2.896 2.720 -6.186  -0.064
C30 2.989 -0.299 3.709  -0.026
C31 5.007 1.532 -6.259  -0.086
C32 -1.458 1.408 -1.258  -0.133
C33 1.199 -0.018 5.311  -0.025
C34 -1.140 0.695 -0.012  -0.206
C35 3.156 3.070 -4.861  -0.290
C36 -1.521 1.604 5.076  -0.053
H1 -5.990 -2.347 1.844  0.074
H2 1.384 1.496 -3.680  0.080
H3 -1.926 2.375 -1.023  0.088
H4 -4.516 -3.106 2.504  0.088
H5 -1.757 0.018 3.649  0.105
H6 0.652 -1.316 -3.701  0.082
H7 -4.232 0.737 0.557  0.073
H8 4.492 0.460 1.371  0.082
H9 -2.297 -3.656 -3.021  0.115
H10 -1.555 -1.869 5.187  0.088
H11 -3.258 -0.999 2.056  0.099
H12 -4.567 -4.202 -2.150  0.108
H13 -1.009 1.800 6.028  0.084
H14 3.856 0.312 -0.287  0.087
H15 -5.168 0.586 2.061  0.080
H16 -0.892 -2.115 -4.092  0.081
H17 0.099 2.821 2.213  0.091
H18 1.974 3.050 -6.662  0.114
H19 -0.344 1.535 -1.884  -0.035
H20 4.049 -0.439 3.483  0.117
H21 0.021 -1.294 -1.287  0.115
H22 -0.543 3.476 -2.241  0.096
H23 -0.072 -4.092 -2.527  0.078
H24 3.592 1.616 -7.898  0.105
H25 0.077 3.104 0.456  0.095
H26 6.234 1.687 -4.480  0.103
H27 -2.134 0.831 -1.908  0.086
H28 3.173 1.515 0.822  0.064
H29 0.333 -3.704 -0.840  0.085
H30 -1.192 -0.778 6.547  0.074
H31 1.398 -3.158 -2.153  0.078
H32 -2.599 1.741 5.225  0.083
H33 4.046 -2.065 1.727  0.079
H34 0.850 0.076 6.342  0.116
H35 -5.779 -0.134 0.549  0.088
H36 1.451 2.262 1.199  0.070
H37 -0.884 -0.469 -3.429  0.073
H38 4.599 3.118 -3.262  0.111
H39 3.283 -0.178 5.840  0.109
H40 3.423 -2.163 0.061  0.080
H41 -5.212 -1.678 3.293  0.079
H42 1.692 -0.484 0.575  0.117
H43 5.710 0.889 -6.789  0.103
H44 -5.387 -3.136 -0.065  0.110
H45 -2.794 -0.737 5.767  0.081
H46 -1.177 2.343 4.342  0.073
H47 2.412 -2.701 1.419  0.086

***

(3)
This record from the Open Molecules 2025 dataset describes a structure of composition C36H48AsN2O2S6SeTa at a distorted geometry. The level of theory is ωB97M-V with the def2-TZVPD basis set.

## Properties
Total energy: -8744.1712 hartree
Orbital gap: 7.45 eV

Last column: Löwdin charge in e.
Cartesian coordinates (Å):
Ta1 -1.596 1.452 -1.409  1.104
Se1 -1.485 -1.171 -1.478  1.096
As1 -4.187 1.838 -2.469  -0.465
S1 -5.816 2.529 -3.505  -0.023
S2 -1.459 6.705 -2.767  1.081
S3 -3.285 3.230 -0.995  0.112
S4 1.687 3.660 1.763  1.104
S5 -2.349 1.434 -3.697  0.097
S6 -4.209 0.073 -1.286  0.094
O1 -1.782 0.957 0.416  -0.436
O2 0.204 1.098 -2.052  -0.376
N1 -0.686 4.314 -2.415  0.040
N2 0.110 2.909 -0.061  0.008
C1 -2.291 -0.246 2.466  -0.073
C2 1.218 -2.329 -1.292  -0.032
C3 1.025 0.002 -1.925  -0.339
C4 -2.138 -2.716 2.362  -0.148
C5 4.516 1.128 -3.082  -0.070
C6 -1.868 -2.637 1.000  -0.033
C7 -1.574 4.729 -4.721  -0.089
C8 -1.949 -0.214 1.117  -0.364
C9 -1.193 5.104 -3.321  -0.642
C10 -2.197 -4.048 3.131  -0.557
C11 2.344 1.584 -4.191  -0.029
C12 -0.467 5.008 -1.243  -0.398
C13 2.848 2.580 -1.954  -0.032
C14 1.002 4.864 0.781  -0.329
C15 -1.547 2.062 3.209  -0.036
C16 2.598 -2.266 -1.442  -0.156
C17 -3.943 1.604 2.620  -0.028
C18 3.526 -3.454 -1.157  -0.558
C19 -1.039 -4.095 4.141  -0.045
C20 4.411 -3.745 -2.381  -0.047
C21 4.421 -3.107 0.042  -0.045
C22 3.026 1.332 -2.830  -0.520
C23 2.395 0.085 -2.179  -0.089
C24 -2.956 0.708 4.719  -0.068
C25 -2.670 1.018 3.250  -0.522
C26 0.204 4.292 -0.145  -0.330
C27 1.177 1.007 1.238  -0.040
C28 -0.844 6.305 -1.235  -0.353
C29 -2.070 -5.246 2.195  -0.069
C30 0.459 -1.188 -1.517  -0.363
C31 3.138 -1.056 -1.896  0.031
C32 2.733 -4.717 -0.830  -0.069
C33 -2.353 -1.513 3.044  0.042
C34 -3.530 -4.162 3.887  -0.047
C35 -1.770 -1.386 0.409  -0.406
C36 0.882 2.440 0.899  -0.638
H1 -3.637 -3.392 4.656  0.077
H2 -3.815 0.040 4.842  0.089
H3 2.817 2.441 -4.687  0.089
H4 4.211 -1.004 -2.046  0.097
H5 -1.851 2.938 3.791  0.093
H6 2.148 -4.602 0.089  0.083
H7 5.031 -2.220 -0.160  0.081
H8 -3.596 -5.135 4.385  0.086
H9 -2.598 -1.569 4.098  0.097
H10 3.345 2.457 -0.983  0.091
H11 1.281 1.805 -4.073  0.073
H12 -4.377 -4.071 3.200  0.095
H13 4.987 -4.662 -2.217  0.086
H14 -2.092 0.260 5.224  0.090
H15 0.727 -3.245 -0.986  0.100
H16 -1.068 -5.032 4.711  0.088
H17 1.638 0.932 2.223  0.085
H18 3.424 -5.551 -0.679  0.087
H19 3.297 3.446 -2.454  0.094
H20 5.124 -2.937 -2.573  0.077
H21 2.051 -4.992 -1.642  0.092
H22 1.871 0.592 0.505  0.084
H23 -1.707 5.621 -5.337  0.073
H24 4.912 2.022 -3.569  0.088
H25 -1.751 -3.529 0.394  0.104
H26 -0.783 7.020 -0.426  0.084
H27 -3.781 1.916 1.585  0.037
H28 -1.103 -5.260 1.681  0.082
H29 5.100 -3.937 0.271  0.088
H30 -1.091 -3.265 4.853  0.081
H31 4.715 0.276 -3.741  0.090
H32 -0.625 1.666 3.653  0.092
H33 -0.075 -4.035 3.626  0.088
H34 1.797 2.800 -1.789  0.050
H35 -2.148 -6.168 2.777  0.088
H36 -2.863 -5.259 1.439  0.093
H37 -4.750 0.865 2.625  0.098
H38 -3.192 1.644 5.231  0.088
H39 -4.272 2.478 3.194  0.092
H40 3.816 -2.904 0.932  0.089
H41 3.804 -3.879 -3.282  0.094
H42 -0.810 4.093 -5.166  0.080
H43 1.256 5.909 0.890  0.087
H44 0.282 0.400 1.236  0.061
H45 -2.506 4.181 -4.711  0.049
H46 -1.333 2.396 2.194  0.060
H47 5.072 0.984 -2.150  0.089
H48 2.447 0.712 -4.845  0.095